ORCA calculation (ωB97M-V/def2-TZVPD) on a molecular structure, C31H40BrKN4O2P2.

The geometry in XYZ format:
```
81
Properties=species:S:1:pos:R:3:lowdin_charge:R:1
K -1.16 0.19 -0.91 0.604
C 0.31 0.05 3.73 -0.324
P -0.79 -0.69 2.44 0.810
C -0.15 -2.41 2.60 -0.318
C -2.34 -0.82 3.48 -0.464
C -3.44 -1.69 2.86 -0.462
P -3.28 -1.65 0.95 0.808
C -3.97 0.06 0.85 -0.268
C -4.79 -2.66 0.61 -0.283
H 1.33 0.09 3.34 0.017
H 0.31 -0.52 4.66 0.026
H 0.00 1.07 3.95 0.015
H -0.30 -2.79 3.61 0.033
H 0.91 -2.42 2.37 0.021
H -0.68 -3.07 1.90 0.008
H -2.69 0.21 3.60 0.059
H -2.03 -1.18 4.47 0.058
H -4.43 -1.35 3.23 0.050
H -3.30 -2.73 3.18 0.054
H -4.95 0.08 1.33 0.037
H -4.03 0.44 -0.17 0.000
H -3.32 0.75 1.39 0.014
H -5.53 -2.53 1.40 0.019
H -4.55 -3.72 0.52 0.019
H -5.21 -2.32 -0.34 0.033
C -0.11 3.56 -0.53 -0.111
N -1.21 3.17 0.32 -0.278
C -0.87 3.36 1.71 -0.136
C -2.44 3.88 -0.02 -0.210
C -2.94 3.62 -1.43 -0.309
C -3.19 4.72 -2.23 -0.111
C -3.70 4.55 -3.51 -0.160
C -3.94 3.25 -3.95 -0.161
C -3.65 2.18 -3.12 -0.176
C -3.14 2.27 -1.81 -0.096
H 0.12 4.64 -0.43 0.084
H -0.36 3.36 -1.57 0.080
H 0.78 2.99 -0.28 0.079
H -0.68 4.42 1.96 0.077
H 0.02 2.79 1.96 0.069
H -1.69 3.01 2.34 0.075
H -2.29 4.97 0.15 0.105
H -3.20 3.54 0.70 0.111
H -2.98 5.73 -1.87 0.081
H -3.90 5.40 -4.15 0.070
H -4.34 3.09 -4.95 0.071
H -3.85 1.19 -3.52 0.063
Br 5.00 -2.01 4.29 0.671
C 5.46 -1.80 2.46 -0.709
C 4.94 -0.73 1.75 -0.123
C 5.25 -0.58 0.41 -0.029
C 6.10 -1.49 -0.23 -0.324
C 6.63 -2.54 0.52 -0.056
C 6.31 -2.71 1.86 -0.148
N 6.61 -1.35 -1.54 0.009
N 5.94 -0.79 -2.48 0.023
C 4.60 -0.59 -2.51 -0.298
C 4.20 0.49 -3.33 -0.049
C 2.95 1.02 -3.35 -0.026
C 1.90 0.48 -2.51 -0.368
O 0.78 0.99 -2.40 -0.081
C 2.25 -0.80 -1.83 -0.133
N 1.21 -1.44 -1.26 0.104
C 1.40 -2.63 -0.74 -0.139
C 2.64 -3.28 -0.78 -0.048
C 3.71 -2.63 -1.33 -0.022
C 3.55 -1.33 -1.85 -0.124
H 4.28 -0.02 2.23 0.098
H 4.82 0.25 -0.14 0.120
H 7.31 -3.23 0.03 0.103
H 6.71 -3.54 2.42 0.091
H 5.00 0.93 -3.92 0.102
H 2.69 1.88 -3.96 0.100
H 0.54 -3.10 -0.28 0.101
H 2.74 -4.28 -0.37 0.098
H 4.67 -3.12 -1.39 0.107
C -2.92 -2.43 -2.12 -0.349
O -2.97 -1.43 -1.19 -0.635
H -1.93 -2.52 -2.62 0.052
H -3.66 -2.29 -2.95 0.054
H -3.13 -3.44 -1.71 0.047
```

- total charge = -2
- electronic energy (eV) = -147794.714
- E_HOMO (eV) = -0.93
- relative energy (zero: lowest compared OMol25 entry of this formula, charge and spin) (kcal per mole) = 31.9
- strongest force on any atom (eV/Å) = 0.785
- LUMO level (eV) = 3.715